[1]
{
  "formula": "C48H36HgOP2SSbSe4",
  "method": "ωB97M-V/def2-TZVPD",
  "elements": ["Hg", "Sb", "Se", "Se", "Se", "Se", "S", "P", "P", "O", "C", "C", "C", "C", "C", "C", "C", "C", "C", "C", "C", "C", "C", "C", "C", "C", "C", "C", "C", "C", "C", "C", "C", "C", "C", "C", "C", "C", "C", "C", "C", "C", "C", "C", "C", "C", "C", "C", "C", "C", "C", "C", "C", "C", "C", "C", "C", "C", "H", "H", "H", "H", "H", "H", "H", "H", "H", "H", "H", "H", "H", "H", "H", "H", "H", "H", "H", "H", "H", "H", "H", "H", "H", "H", "H", "H", "H", "H", "H", "H", "H", "H", "H", "H"],
  "xyz": [[-1.0332, -2.3169, -0.7852], [-2.5743, -5.0721, -0.3658], [-4.5105, -5.5190, -1.7183], [-1.9860, -6.7343, 1.2837], [-2.8527, -2.7125, 0.8225], [-0.5301, -4.4226, -1.9675], [1.9700, -0.4049, 0.4367], [-0.4946, 0.9423, 1.7792], [-0.6105, 0.0961, -1.7959], [3.1802, -0.0581, 1.2666], [2.1191, 3.2195, 4.0551], [1.3053, -1.8781, 1.2250], [-1.1849, 2.6272, -0.6639], [-1.3196, -0.1433, -3.5103], [-2.3362, 0.6746, -5.5501], [-0.2462, -2.8961, 4.4451], [-0.1337, -4.2871, 5.0282], [-3.9288, 2.2070, -0.7193], [0.8675, -4.1276, 2.8276], [-2.0442, -0.5198, -6.1960], [2.5357, -0.8802, -1.1656], [1.1264, 2.3213, 3.6952], [1.9963, 2.1852, -4.0311], [-4.4022, 1.3711, 2.8620], [-1.6844, 1.4370, -1.1769], [-0.8152, -0.6126, 4.0934], [2.8172, 3.9170, 3.0737], [2.5140, 3.7126, 1.7368], [-1.9803, 0.8586, -4.2203], [1.5171, -4.2820, 1.6399], [4.5168, -1.5892, -2.4184], [4.9722, -0.1450, -4.6142], [1.7611, -3.1203, 0.8738], [4.2852, 1.2076, -4.9993], [3.1017, 0.1978, -3.2143], [-2.1117, 2.9188, 3.1010], [-3.0655, 1.2250, -1.1807], [0.9710, 1.9423, -3.1279], [-0.1950, -0.5452, 2.8622], [-1.3862, -1.5226, -5.5002], [2.1551, 0.0092, -2.1822], [0.3929, -2.8486, 3.1923], [-2.0507, 3.6160, -0.2077], [0.8135, 2.1068, 2.3540], [-3.1830, 0.8854, 2.4207], [0.5127, -1.7007, 2.3998], [-3.3397, 3.4123, 3.5402], [-3.4220, 3.4103, -0.2383], [0.9817, 0.8094, -2.2413], [0.4728, -5.1379, 3.8787], [-0.8223, -1.7572, 4.9276], [3.0404, 1.2568, -4.1337], [3.7086, -1.6741, -1.2932], [-2.0121, 1.6437, 2.5561], [1.5200, 2.8066, 1.3820], [-1.0205, -1.3297, -4.1739], [4.2331, -0.6030, -3.3715], [-4.4858, 2.6411, 3.4278], [2.3114, -3.2265, -0.0468], [0.5209, -4.2743, 5.9032], [0.1034, 2.5916, -3.1435], [1.9547, 3.0652, -4.6660], [-4.0954, 4.1821, 0.1163], [1.3169, -5.7490, 4.2011], [-5.4363, 3.0215, 3.7834], [5.3867, -2.2333, -2.5047], [-1.3138, -1.7190, 5.8936], [6.0438, -0.0239, -4.4397], [-5.2898, 0.7582, 2.7557], [-1.1536, -2.4650, -5.9813], [-0.4946, -2.1214, -3.6577], [1.8312, -5.2507, 1.2714], [4.8596, -0.8766, -5.4227], [-2.2277, 1.7977, -3.7398], [-1.6484, 4.5440, 0.1815], [1.3056, 2.6207, 0.3342], [-2.3284, -0.6648, -7.2320], [-3.3947, 4.4082, 3.9659], [4.0585, 1.2645, -6.0666], [4.0292, -2.2933, -0.4676], [-3.4618, 0.2861, -1.5499], [-1.1024, -4.6708, 5.3516], [-1.2274, 3.5373, 3.1950], [-0.2757, -5.8036, 3.4476], [0.5923, 1.7768, 4.4653], [-2.8430, 1.4719, -6.0820], [-4.9982, 2.0346, -0.7349], [-1.3737, 0.2476, 4.4406], [-3.1296, -0.1053, 1.9756], [2.3572, 3.3708, 5.1019], [-0.1133, 2.7794, -0.6230], [3.6028, 4.6094, 3.3544], [4.9488, 2.0509, -4.7682], [3.0591, 4.2409, 0.9641]],
  "forces_ev_per_a": [[0.77, 1.76, -0.37], [0.07, 0.17, -0.09], [0.01, 0.04, -0.03], [0.12, 0.06, -0.02], [-0.47, -0.75, 0.29], [-0.40, -0.94, 0.30], [0.19, 0.34, 0.30], [0.17, -0.61, 0.47], [0.27, 0.05, -0.65], [-0.27, -0.31, -0.18], [0.03, 0.01, -0.05], [0.19, 0.28, -0.13], [-0.11, 0.27, -0.26], [0.01, 0.12, 0.19], [0.00, -0.01, 0.05], [-0.08, 0.13, 0.18], [0.02, 0.01, -0.16], [0.03, 0.19, 0.06], [0.08, -0.09, 0.01], [0.01, 0.03, 0.06], [0.39, -0.46, 0.52], [0.02, 0.02, 0.02], [0.07, -0.24, 0.06], [0.03, 0.03, 0.02], [-0.33, -0.19, -0.09], [-0.02, -0.09, 0.17], [-0.06, -0.01, 0.01], [-0.04, -0.06, 0.00], [-0.08, 0.06, -0.03], [-0.09, 0.07, -0.03], [-0.11, 0.22, -0.05], [-0.11, 0.04, 0.03], [-0.09, -0.43, -0.10], [-0.04, -0.03, 0.16], [0.06, 0.05, -0.14], [-0.07, 0.05, 0.14], [0.21, 0.01, -0.01], [0.15, -0.27, -0.08], [-0.13, 0.41, 0.10], [0.03, 0.01, 0.02], [-0.05, 0.19, 0.03], [-0.02, -0.29, 0.14], [0.13, -0.11, -0.06], [-0.12, 0.04, -0.02], [0.06, -0.03, 0.05], [-0.04, 0.03, 0.08], [0.08, -0.02, -0.07], [-0.12, -0.10, -0.11], [-0.59, 0.28, -0.10], [-0.03, 0.19, -0.04], [0.05, 0.01, -0.22], [-0.16, 0.16, -0.11], [0.04, 0.19, -0.26], [-0.03, -0.07, -0.13], [0.12, 0.08, 0.00], [0.03, -0.02, -0.04], [0.17, -0.23, 0.14], [0.06, -0.06, -0.01], [-0.01, -0.03, -0.06], [0.02, 0.00, 0.02], [0.00, 0.01, 0.05], [-0.01, -0.04, -0.01], [0.01, -0.04, 0.03], [0.02, 0.02, 0.01], [0.00, 0.00, -0.04], [-0.01, 0.07, 0.00], [-0.03, -0.01, -0.05], [0.01, -0.01, -0.02], [0.02, 0.01, 0.00], [-0.01, 0.02, 0.02], [-0.01, -0.05, 0.03], [0.00, 0.03, 0.02], [0.00, 0.03, 0.00], [0.02, -0.02, 0.03], [0.02, -0.02, 0.02], [0.30, -0.03, 0.23], [0.00, 0.00, 0.03], [0.01, -0.01, 0.01], [0.03, -0.01, -0.01], [-0.02, 0.02, 0.02], [-0.03, -0.03, 0.01], [0.00, 0.02, -0.02], [0.01, 0.00, 0.00], [-0.06, -0.05, -0.05], [0.01, -0.03, -0.02], [-0.01, -0.01, 0.01], [0.02, -0.02, 0.03], [0.03, 0.03, 0.00], [-0.02, 0.05, 0.00], [0.00, -0.01, -0.02], [-0.32, 0.03, -0.25], [-0.02, -0.01, 0.00], [0.00, -0.02, -0.02], [0.01, -0.03, 0.01]],
  "lowdin_spin": [0.00, 0.00, 0.00, 0.00, 0.00, 0.00, 0.02, 0.00, 0.03, 0.01, 0.00, 0.00, 0.00, 0.02, 0.00, 0.00, 0.00, 0.00, 0.00, 0.00, 0.06, 0.00, 0.02, 0.00, 0.00, 0.00, 0.00, 0.00, 0.00, 0.00, 0.02, 0.02, 0.00, 0.03, 0.00, 0.00, 0.00, 0.15, 0.00, 0.00, 0.01, 0.00, 0.00, 0.00, 0.00, 0.00, 0.00, 0.00, 0.10, 0.00, 0.00, 0.18, 0.12, 0.00, 0.00, 0.00, 0.14, 0.00, 0.00, 0.00, 0.01, 0.00, 0.00, 0.00, 0.00, 0.00, 0.00, 0.00, 0.00, 0.00, 0.00, 0.00, 0.01, 0.00, 0.00, 0.00, 0.00, 0.00, 0.01, 0.01, 0.00, 0.00, 0.00, 0.00, 0.00, 0.00, 0.00, 0.00, 0.00, 0.00, 0.00, 0.00, 0.01, 0.00],
  "s_squared": 0.782,
  "homo_ha": [-0.015, -0.084],
  "multiplicity": 2,
  "homo_lumo_gap_ev": [4.334, 6.220],
  "total_charge": -2,
  "e_above_lowest_ev": 0.000
}



[2]
{
  "formula": "C17H11CoN9O7Se",
  "method": "ωB97M-V/def2-TZVPD",
  "elements": ["Se", "Co", "O", "O", "O", "O", "O", "O", "O", "N", "N", "N", "N", "N", "N", "N", "N", "N", "C", "C", "C", "C", "C", "C", "C", "C", "C", "C", "C", "C", "C", "C", "C", "C", "C", "H", "H", "H", "H", "H", "H", "H", "H", "H", "H", "H"],
  "xyz": [[-0.6895, 1.8196, 1.6642], [-0.1336, 1.1123, -0.6896], [-0.4807, -4.6951, -0.6239], [-1.9562, 1.5268, -1.1823], [-6.2272, -2.8350, -1.7771], [-5.1715, -4.6912, -1.4894], [-3.9489, 1.1959, -1.8704], [0.3115, -3.0194, 0.4732], [-0.4990, -0.7275, -0.5282], [2.2731, 4.1383, -1.6899], [-5.2307, -3.4816, -1.5326], [1.1198, 4.8438, -1.7804], [0.4894, 2.8886, -1.1767], [2.6701, -0.5321, 4.0425], [1.7929, 0.7787, -0.5218], [4.5243, 0.4140, -0.7054], [-0.5125, -3.5421, -0.2456], [-2.9122, 0.7637, -1.4251], [2.3461, -0.3538, -0.1165], [-3.9844, -1.3818, -1.4012], [-2.8138, -0.6765, -1.1619], [1.7862, 1.5145, 3.1283], [-2.8305, -3.4284, -0.9168], [-1.5893, -1.3080, -0.7532], [2.7450, 0.7827, 3.8126], [0.6504, 0.8756, 2.6367], [1.8377, 2.9652, -1.3249], [-1.6974, -2.7376, -0.6472], [3.9512, 1.5606, -1.0825], [3.7259, -0.5208, -0.2118], [0.5598, -0.4941, 2.8798], [0.0581, 4.0945, -1.4685], [-3.9850, -2.7350, -1.2724], [2.5912, 1.7440, -0.9793], [1.5739, -1.1380, 3.5713], [4.5827, 2.3491, -1.4732], [1.6816, -1.1153, 0.2750], [3.6307, 1.2815, 4.1960], [4.1800, -1.4471, 0.1170], [-0.2984, -1.0504, 2.5253], [-4.8845, -0.8607, -1.6881], [-2.8370, -4.5066, -0.8470], [1.5053, -2.2059, 3.7573], [1.1454, 5.8179, -2.0319], [-0.9638, 4.4371, -1.4448], [1.9140, 2.5794, 2.9803]],
  "forces_ev_per_a": [[0.00, 0.02, 0.12], [-0.11, 0.05, 0.66], [0.08, 0.07, -0.06], [-0.20, 0.06, -0.49], [-0.04, 0.02, -0.02], [0.01, -0.10, 0.03], [0.40, 0.10, 0.17], [0.11, -0.08, -0.01], [0.45, 0.26, -0.21], [-0.23, 0.26, -0.04], [0.29, 0.19, 0.04], [0.10, 0.06, 0.01], [-0.16, -0.06, -0.30], [-0.26, 0.17, -0.21], [-0.35, -0.37, -0.16], [-0.08, 0.25, -0.07], [-0.49, 0.17, 0.07], [-0.18, -0.74, 0.24], [0.01, -0.19, 0.17], [-0.05, 0.32, -0.01], [0.09, 0.56, -0.16], [0.03, 0.06, -0.01], [-0.42, -0.34, -0.05], [-0.49, 0.05, 0.01], [0.08, -0.15, 0.04], [0.07, -0.08, -0.07], [0.44, -0.61, 0.25], [0.63, 0.03, 0.09], [0.28, -0.15, 0.13], [-0.03, -0.01, 0.08], [-0.08, 0.00, -0.04], [0.07, 0.03, 0.02], [-0.21, -0.51, 0.00], [-0.13, 0.74, -0.23], [0.19, 0.00, 0.08], [0.03, -0.05, 0.02], [0.08, 0.03, -0.08], [-0.03, -0.02, 0.00], [0.01, 0.02, 0.00], [0.03, -0.03, 0.01], [0.00, 0.00, -0.02], [-0.02, 0.00, 0.00], [0.00, 0.03, -0.01], [0.01, -0.01, 0.00], [0.04, -0.02, -0.03], [0.03, 0.00, 0.02]],
  "lowdin_spin": [0.10, 0.82, 0.00, 0.01, 0.00, 0.00, 0.00, 0.00, 0.01, 0.00, 0.00, 0.00, 0.00, 0.01, 0.00, 0.00, 0.00, 0.00, 0.00, 0.00, 0.00, 0.01, 0.00, 0.00, 0.00, 0.01, 0.00, 0.00, 0.00, 0.00, 0.01, 0.00, 0.00, 0.00, 0.00, 0.00, 0.00, 0.00, 0.00, 0.00, 0.00, 0.00, 0.00, 0.00, 0.00, 0.00],
  "s_squared": 0.766,
  "homo_ha": [-0.269, -0.275],
  "multiplicity": 2,
  "homo_lumo_gap_ev": [5.662, 5.801],
  "e_above_lowest_ev": 0.000
}



[3]
{
  "formula": "C3H3NOS2",
  "method": "ωB97M-V/def2-TZVPD",
  "elements": ["S", "S", "O", "N", "C", "C", "C", "H", "H", "H"],
  "xyz": [[-1.0840, 0.2177, -1.9822], [1.0915, 1.9952, 1.4014], [-0.9175, -1.1781, -1.8529], [-0.4239, 0.9187, -0.3802], [1.4015, -1.6521, 1.5292], [0.9083, -0.6056, 1.0945], [0.4308, 0.6752, 0.6433], [1.6020, -2.6469, 1.8279], [-0.5377, 1.8855, -0.6553], [-2.4709, 0.3905, -1.6257]],
  "forces_ev_per_a": [[-0.47, 1.71, 2.53], [-0.11, -0.14, 0.17], [0.52, -3.25, -0.70], [-1.70, -0.21, -2.35], [-1.98, 3.07, -1.47], [0.66, -2.81, 0.48], [1.06, 0.87, 0.12], [0.36, -0.17, 0.17], [0.56, 0.52, 1.10], [1.11, 0.40, -0.05]],
  "mulliken_charge": [0.41, -0.31, -0.45, -0.36, 0.08, -0.44, 0.18, 0.44, 0.27, 0.17],
  "homo_ha": -0.315,
  "homo_lumo_gap_ev": 8.028,
  "e_above_lowest_ev": 4.927
}